Record 1
Entry from the Open Molecules 2025 dataset: a cluster of 11 separate species, C46H72F42N11O28S14 in total (ωB97M-V/def2-TZVPD).

The spin multiplicity is 2. The frontier orbital gap (alpha / beta) is 2.06 / 5.58 eV. As for the net charge: -4. The total energy comes out at -14273.214905 Eh.

Atoms and positions in Å:
1 C 4.384 3.588 0.853
2 C 4.570 4.079 2.270
3 C 5.994 4.365 2.875
4 N 7.089 5.144 2.027
5 C 6.476 6.463 1.518
6 C 8.401 5.350 2.938
7 C 9.419 5.734 1.935
8 C 9.263 4.724 0.769
9 C 7.778 4.328 0.865
10 H 3.334 3.364 0.665
11 H 4.978 2.696 0.653
12 H 4.698 4.321 0.111
13 H 4.172 3.435 3.054
14 H 4.032 5.026 2.294
15 H 6.470 3.477 3.288
16 H 5.884 5.063 3.705
17 H 7.289 7.180 1.405
18 H 5.687 6.791 2.195
19 H 6.053 6.387 0.516
20 H 8.148 6.233 3.525
21 H 8.621 4.485 3.564
22 H 9.302 6.783 1.663
23 H 10.420 5.753 2.366
24 H 9.547 5.059 -0.229
25 H 9.780 3.808 1.058
26 H 7.266 4.466 -0.087
27 H 7.599 3.283 1.118
28 C -0.038 -1.523 3.279
29 C -0.081 -0.700 1.985
30 C 0.548 -1.414 0.763
31 N 0.626 -0.469 -0.489
32 C 1.299 0.904 -0.124
33 C -0.836 -0.270 -1.128
34 C -0.752 -0.336 -2.605
35 C 0.334 -1.433 -2.789
36 C 1.321 -1.169 -1.653
37 H -0.576 -2.470 3.256
38 H -0.521 -0.925 4.052
39 H 0.997 -1.680 3.585
40 H 0.505 0.147 2.342
41 H -1.110 -0.366 1.855
42 H 0.076 -2.332 0.413
43 H 1.554 -1.766 0.991
44 H 0.686 1.413 0.620
45 H 1.360 1.495 -1.037
46 H 2.309 0.675 0.214
47 H -1.390 0.527 -0.633
48 H -1.476 -1.118 -0.886
49 H -0.476 0.650 -2.981
50 H -1.767 -0.586 -2.913
51 H 0.725 -1.473 -3.806
52 H -0.303 -2.318 -2.800
53 H 1.972 -0.376 -2.020
54 H 2.084 -1.897 -1.378
55 C -3.185 -4.024 -1.473
56 C -4.178 -4.262 -2.603
57 C -5.130 -3.058 -3.056
58 N -6.337 -3.393 -3.969
59 C -5.830 -3.800 -5.316
60 C -7.414 -2.231 -4.125
61 C -8.791 -2.905 -4.363
62 C -8.644 -4.357 -3.800
63 C -7.158 -4.608 -3.448
64 H -3.382 -4.672 -0.619
65 H -3.223 -2.998 -1.107
66 H -2.124 -3.988 -1.720
67 H -4.683 -5.171 -2.274
68 H -3.595 -4.463 -3.502
69 H -4.392 -2.274 -3.227
70 H -5.440 -2.754 -2.057
71 H -5.106 -4.595 -5.136
72 H -5.481 -2.968 -5.927
73 H -6.699 -4.091 -5.907
74 H -7.129 -1.463 -4.843
75 H -7.467 -1.696 -3.177
76 H -9.289 -2.668 -5.303
77 H -9.516 -2.403 -3.722
78 H -9.071 -5.010 -4.561
79 H -9.317 -4.363 -2.942
80 H -6.697 -5.467 -3.936
81 H -7.105 -4.565 -2.360
82 C -2.836 -0.882 7.889
83 C -3.078 -2.357 7.600
84 C -2.217 -3.275 8.458
85 N -2.262 -4.836 8.033
86 C -3.480 -5.514 8.536
87 C -2.195 -5.193 6.515
88 C -0.721 -4.863 6.199
89 C 0.163 -5.034 7.523
90 C -0.917 -5.404 8.569
91 H -1.972 -0.505 7.343
92 H -2.538 -0.737 8.928
93 H -3.699 -0.223 7.792
94 H -2.810 -2.620 6.577
95 H -4.105 -2.650 7.819
96 H -2.575 -3.265 9.487
97 H -1.194 -2.899 8.432
98 H -3.450 -6.526 8.131
99 H -4.358 -4.946 8.227
100 H -3.534 -5.469 9.624
101 H -2.343 -6.269 6.419
102 H -3.029 -4.659 6.060
103 H -0.297 -5.556 5.472
104 H -0.618 -3.847 5.819
105 H 0.928 -5.809 7.555
106 H 0.887 -4.225 7.624
107 H -1.039 -6.486 8.518
108 H -0.752 -5.096 9.602
109 C -0.874 4.057 -2.118
110 F -0.099 3.737 -3.081
111 F -1.412 2.960 -1.599
112 F -0.317 4.777 -1.214
113 S -2.247 5.361 -2.683
114 O -3.075 4.774 -3.744
115 O -2.994 5.770 -1.495
116 N -1.130 6.685 -3.000
117 S -1.168 6.753 -4.601
118 O -0.243 5.777 -5.245
119 O -2.486 6.934 -5.206
120 C -0.307 8.515 -4.691
121 F -1.289 9.516 -4.615
122 F 0.508 8.736 -3.686
123 F 0.492 8.696 -5.768
124 C -1.166 -7.153 0.124
125 F -2.387 -6.741 0.346
126 F -0.728 -7.969 1.106
127 F -1.124 -7.811 -1.073
128 S 0.067 -5.620 0.250
129 O 0.115 -4.999 -1.035
130 O -0.368 -4.753 1.359
131 N 1.542 -6.436 0.243
132 S 2.312 -5.721 1.373
133 O 2.902 -4.473 0.980
134 O 1.764 -5.793 2.754
135 C 3.839 -6.963 1.460
136 F 4.980 -6.275 1.616
137 F 3.716 -7.731 2.556
138 F 3.880 -7.754 0.382
139 C 4.637 -2.188 2.612
140 F 5.544 -3.204 2.514
141 F 4.424 -1.577 1.368
142 F 3.502 -2.643 3.101
143 S 5.324 -0.728 3.741
144 O 6.647 -1.222 4.155
145 O 5.263 0.486 2.975
146 N 4.213 -0.791 5.159
147 S 3.379 0.427 5.015
148 O 3.972 1.685 5.448
149 O 2.726 0.523 3.682
150 C 2.052 0.143 6.216
151 F 1.497 -1.069 6.030
152 F 2.436 0.280 7.511
153 F 1.179 1.117 5.966
154 C -7.058 1.971 0.282
155 F -8.313 1.756 0.748
156 F -6.399 0.877 0.665
157 F -7.072 2.245 -0.976
158 S -6.402 3.539 1.220
159 O -5.637 4.412 0.379
160 O -7.657 4.129 1.732
161 N -5.543 2.987 2.512
162 S -4.055 3.031 2.036
163 O -3.905 2.210 0.853
164 O -3.313 4.291 1.962
165 C -3.174 2.166 3.438
166 F -1.869 1.911 3.227
167 F -3.081 2.893 4.564
168 F -3.734 0.956 3.712
169 C -3.769 0.403 -5.322
170 F -3.509 -0.813 -5.725
171 F -4.283 0.329 -4.055
172 F -2.669 1.084 -5.280
173 S -5.074 1.350 -6.536
174 O -4.347 1.743 -7.707
175 O -6.155 0.332 -6.751
176 N -5.458 2.810 -5.502
177 S -6.912 2.327 -5.200
178 O -7.828 2.358 -6.380
179 O -7.072 1.208 -4.258
180 C -7.388 3.858 -4.143
181 F -7.285 4.949 -4.888
182 F -8.727 3.863 -3.814
183 F -6.580 3.873 -3.070
184 C 3.487 5.735 -4.765
185 F 2.549 6.088 -5.655
186 F 4.656 5.839 -5.346
187 F 3.355 6.516 -3.624
188 S 3.314 3.899 -4.383
189 O 4.630 3.306 -4.529
190 O 2.881 3.963 -2.969
191 N 2.233 3.347 -5.627
192 S 2.542 1.846 -5.470
193 O 3.816 1.298 -6.042
194 O 2.053 1.343 -4.150
195 C 1.330 1.122 -6.866
196 F 0.112 1.434 -6.520
197 F 1.652 1.650 -8.039
198 F 1.404 -0.226 -6.763
199 C 7.177 0.139 -1.232
200 F 8.228 -0.359 -1.973
201 F 6.792 -0.761 -0.352
202 F 7.568 1.258 -0.582
203 S 5.710 0.731 -2.330
204 O 4.462 0.152 -1.764
205 O 5.610 2.190 -2.373
206 N 6.138 0.152 -4.012
207 S 5.446 -1.272 -3.992
208 O 6.152 -2.148 -3.011
209 O 3.973 -1.253 -3.956
210 C 5.946 -1.956 -5.682
211 F 7.116 -1.311 -6.149
212 F 6.146 -3.237 -5.502
213 F 4.998 -1.811 -6.562

These are the Löwdin partial charges, in e, on atoms 1 to 5:
1. C -0.07
2. C -0.19
3. C -0.08
4. N -0.19
5. C 0.03

***

Record 2
Entry from the Open Molecules 2025 dataset: a cluster of 8 separate species, C46H73F4N5O24P in total (ωB97M-V/def2-TZVPD).

The spin multiplicity is 1. The frontier orbital gap is 8.32 eV. As for the net charge: +1. The total energy comes out at -4616.499475 Eh.

Atoms and positions in Å:
1 C 3.797 4.316 2.511
2 C 2.209 3.982 2.395
3 P 2.095 2.180 1.733
4 C 3.806 1.329 1.908
5 N 0.891 1.251 2.693
6 C -0.146 0.553 2.186
7 N -1.157 -0.253 2.803
8 C -2.028 -0.835 1.830
9 N -3.151 -1.731 1.939
10 C -3.842 -1.559 3.062
11 C -5.418 -1.288 2.877
12 C -3.280 -1.648 4.542
13 N -1.582 -0.360 0.550
14 C -2.203 -0.686 -0.775
15 C -3.325 0.360 -1.232
16 C -4.757 -0.180 -0.740
17 C -5.984 0.529 -1.470
18 C -6.065 2.076 -1.052
19 C -6.441 2.273 0.489
20 O -7.840 2.701 0.658
21 C -7.841 3.295 1.971
22 C -7.700 4.892 2.011
23 O -7.907 2.581 2.978
24 N -0.504 0.448 0.809
25 O -0.001 0.987 -0.322
26 C 1.104 0.142 -0.795
27 C 1.909 1.049 -1.868
28 C 1.122 0.867 -3.262
29 C 3.463 0.686 -1.954
30 C 4.286 1.948 -2.546
31 C 5.860 1.631 -2.701
32 C 4.186 3.241 -1.566
33 C 1.043 1.255 4.175
34 F 2.290 1.770 4.590
35 F 0.971 -0.049 4.730
36 C -0.066 2.255 4.801
37 F 0.471 3.006 5.894
38 F -1.262 1.612 5.158
39 H 3.984 5.420 2.741
40 H 4.315 4.034 1.525
41 H 4.191 3.668 3.356
42 H 1.700 4.105 3.406
43 H 1.770 4.686 1.623
44 H 4.211 1.356 2.967
45 H 4.529 1.782 1.157
46 H 3.606 0.236 1.610
47 H -5.868 -2.075 2.166
48 H -5.620 -0.284 2.385
49 H -5.987 -1.382 3.854
50 H -3.207 -0.618 5.013
51 H -3.969 -2.362 5.124
52 H -2.261 -2.151 4.519
53 H -1.421 -0.810 -1.604
54 H -2.686 -1.715 -0.671
55 H -3.361 0.382 -2.381
56 H -3.117 1.409 -0.817
57 H -4.795 -1.304 -0.943
58 H -4.798 -0.061 0.398
59 H -5.909 0.500 -2.615
60 H -6.976 0.023 -1.183
61 H -5.060 2.571 -1.250
62 H -6.845 2.641 -1.655
63 H -6.340 1.299 1.070
64 H -5.756 3.038 1.011
65 H -7.915 5.290 0.958
66 H -6.645 5.185 2.306
67 H -8.481 5.292 2.728
68 H 0.735 -0.839 -1.238
69 H 1.801 -0.129 0.067
70 H 1.707 2.130 -1.538
71 H 0.203 1.554 -3.202
72 H 0.770 -0.213 -3.430
73 H 1.734 1.192 -4.171
74 H 3.575 -0.161 -2.707
75 H 3.888 0.342 -0.940
76 H 3.830 2.182 -3.562
77 H 6.054 0.925 -3.571
78 H 6.207 1.180 -1.700
79 H 6.384 2.638 -2.827
80 H 3.512 4.005 -2.087
81 H 3.634 2.890 -0.635
82 H 5.196 3.706 -1.339
83 H -0.287 3.041 3.995
84 C -2.923 -4.522 0.494
85 C -2.775 -5.931 0.007
86 O -3.645 -5.972 -1.121
87 C -3.783 -4.697 -1.567
88 O -4.311 -4.392 -2.594
89 O -3.240 -3.806 -0.688
90 H -2.007 -4.137 0.945
91 H -3.745 -4.406 1.206
92 H -1.757 -6.155 -0.324
93 H -3.073 -6.664 0.755
94 C 0.809 -6.374 4.014
95 C 1.194 -5.837 2.670
96 O 0.462 -6.665 1.772
97 C -0.602 -7.160 2.460
98 O -1.510 -7.757 1.958
99 O -0.501 -6.888 3.788
100 H 0.796 -5.602 4.784
101 H 1.457 -7.190 4.341
102 H 0.881 -4.798 2.528
103 H 2.263 -5.913 2.484
104 C -9.050 5.386 -2.433
105 C -8.958 5.795 -3.873
106 O -7.586 6.138 -4.022
107 C -6.899 5.474 -3.054
108 O -5.707 5.407 -2.998
109 O -7.744 4.894 -2.158
110 H -9.800 4.613 -2.265
111 H -9.256 6.231 -1.770
112 H -9.194 4.974 -4.557
113 H -9.599 6.646 -4.107
114 C 3.997 -9.319 2.157
115 C 5.454 -8.965 2.107
116 O 5.456 -7.577 2.420
117 C 4.319 -7.321 3.117
118 O 4.087 -6.288 3.677
119 O 3.477 -8.389 3.100
120 H 3.827 -10.344 2.487
121 H 3.496 -9.168 1.197
122 H 6.040 -9.499 2.860
123 H 5.893 -9.143 1.125
124 C 7.200 -0.241 -6.981
125 C 6.066 -1.170 -7.288
126 O 5.058 -0.754 -6.372
127 C 5.322 0.538 -6.044
128 O 4.577 1.244 -5.424
129 O 6.538 0.927 -6.508
130 H 7.803 -0.017 -7.859
131 H 7.852 -0.622 -6.189
132 H 5.691 -1.049 -8.307
133 H 6.329 -2.216 -7.129
134 C 8.783 2.779 -10.858
135 C 7.749 3.225 -9.868
136 O 6.869 2.109 -9.803
137 C 7.578 1.016 -10.188
138 O 7.186 -0.112 -10.088
139 O 8.787 1.365 -10.700
140 H 9.769 3.197 -10.649
141 H 8.507 3.019 -11.889
142 H 8.169 3.402 -8.874
143 H 7.218 4.120 -10.193
144 C -1.209 1.805 8.581
145 C 0.234 1.731 8.980
146 O 0.167 1.532 10.386
147 C -1.047 0.977 10.655
148 O -1.363 0.529 11.716
149 O -1.853 0.998 9.558
150 H -1.383 1.414 7.578
151 H -1.609 2.821 8.641
152 H 0.751 0.881 8.526
153 H 0.778 2.646 8.743

These are the Löwdin partial charges, in e, on atoms 1 to 5:
1. C -0.15
2. C -0.36
3. P 1.03
4. C -0.26
5. N -0.12